# 1
An isolated molecule of C2H6N4S in a non-equilibrium geometry. Source: OMol25; level of theory: the ωB97M-V functional and the def2-TZVPD basis.

The relative energy (zero: lowest compared OMol25 entry of this formula, charge and spin) is 108.4 kcal/mol. Its SMILES is C[C@H]1NN=[N+]([S-])N1. Its spin multiplicity is 1. The calculation puts the lowest unoccupied orbital energy (alpha / beta) at 0.40 / 0.40 eV. Its orbital gap (alpha / beta) is 7.748 / 7.747 eV. As for the energy: -18962.3450 eV.

Geometry as XYZ:
```
13
Properties=species:S:1:pos:R:3:forces:R:3:lowdin_charge:R:1
S -4.08513 -0.26760 -0.26898 -1.6175 -0.8944 -0.3297 0.44
N -1.57383 -0.61822 0.51223 -0.9592 -4.7531 -2.5918 -0.02
N -2.60177 0.25969 0.11537 1.2226 2.4301 -0.1627 -0.77
N -0.90891 1.51791 0.32454 0.0062 -0.0257 0.0277 -0.01
N -2.22470 1.49737 0.06100 0.2672 -2.3925 0.0186 0.03
C -0.38459 0.10333 0.64374 1.7341 3.1157 -0.9783 -0.35
C 0.78060 -0.35641 -0.27924 0.9747 -1.3056 2.6905 -0.03
H -1.49770 -1.62944 -0.19977 -0.7157 4.3529 2.4848 0.24
H 1.77811 -0.40360 0.21556 -0.7843 0.1777 0.4510 0.08
H 0.61876 -1.40293 -0.50530 -0.2341 -0.2206 -0.4385 0.06
H 1.06208 0.17486 -1.13157 -0.7083 1.1643 -1.6273 0.05
H -0.15248 0.19635 1.69474 0.8073 -0.4908 0.2607 0.12
H -0.46254 2.42272 0.13075 0.0071 -1.1580 0.1952 0.14
```
Forces are in eV/Å.


# 2
A structure of composition C14H29N2O7P2Ta. Source: OMol25; level of theory: the ωB97M-V functional and the def2-TZVPD basis.

The relative energy (zero: lowest compared OMol25 entry of this formula, charge and spin) is 15.0 kcal/mol. Its spin multiplicity is 1. The calculation puts the lowest unoccupied orbital energy at -7.80 eV. Its net charge is +2. Its orbital gap is 8.549 eV. As for the energy: -52427.2818 eV.

Geometry as XYZ:
```
55
Properties=species:S:1:pos:R:3:forces:R:3:lowdin_charge:R:1
Ta 0.14484 -0.04924 0.09179 -0.1127 0.2693 0.3889 1.90
P 3.40412 -0.68587 -0.01247 -0.1061 0.1769 0.0575 0.31
P 2.51266 1.75586 1.52124 0.0942 -0.1589 -0.0333 0.30
O 4.22391 -0.73089 -1.20172 -0.0049 -0.0218 -0.0522 -0.18
O 2.91516 2.06278 2.87247 -0.0225 -0.0014 0.0206 -0.17
O 3.45973 0.71932 0.75133 -0.0573 -0.0163 -0.0292 -0.20
O 1.83089 -0.84250 -0.29594 0.1195 -0.1517 0.0660 -0.39
O 1.08135 1.08655 1.33593 -0.0698 0.1445 -0.1237 -0.40
O 2.36684 2.96010 0.49628 0.0238 0.0452 0.0160 -0.09
O 3.59857 -1.76008 1.11609 0.0423 -0.0454 0.0101 -0.06
N -0.14815 -0.51363 -2.07115 0.1124 -0.2322 -0.1685 -0.06
N -0.82757 1.95824 -0.42372 -0.0480 -0.0861 -0.2348 -0.03
C -1.79075 0.87368 2.80944 0.0073 0.0181 -0.0016 0.01
C -3.41661 0.08440 0.14317 -0.0163 -0.0170 0.0048 0.00
C -1.17780 2.31687 -1.84749 0.1454 0.0689 0.1082 -0.18
C 1.18561 1.58199 -2.49716 0.0340 -0.0102 -0.0873 -0.19
C -0.50620 -2.14496 0.97401 -0.0387 0.0056 0.0369 -0.29
C -2.18891 -0.58625 0.67593 0.0403 0.0272 0.0191 -0.28
C -0.44454 -1.20781 2.05267 -0.0202 -0.0421 0.0747 -0.28
C 0.09660 2.64378 -2.61737 -0.0873 -0.0746 0.0413 -0.16
C -1.58720 -1.76001 0.12843 -0.0084 -0.0805 -0.0436 -0.29
C 0.82129 0.19409 -2.99501 -0.0379 0.0800 -0.0280 -0.16
C 0.49944 -1.26554 3.21096 0.0062 0.0026 -0.0178 0.02
C 0.34286 -3.36768 0.82911 0.0082 -0.0005 -0.0085 0.01
C -2.11561 -2.56452 -1.01777 -0.0558 0.0095 0.0098 0.00
C -1.49164 -0.25103 1.87093 0.0876 -0.0233 -0.0931 -0.28
H -1.85120 3.17267 -1.84214 0.0219 0.0159 0.0242 0.14
H -1.72735 1.48583 -2.28825 -0.0317 0.0349 0.0353 0.10
H 2.06674 1.90368 -3.05503 -0.0176 0.0297 -0.0073 0.15
H 1.33042 -3.22341 1.26237 -0.0048 -0.0029 -0.0014 0.08
H -0.13739 -4.19780 1.35146 0.0019 -0.0011 0.0018 0.12
H -4.30167 -0.45122 0.49346 0.0025 -0.0060 -0.0006 0.12
H -3.45914 0.08271 -0.94653 0.0081 0.0072 -0.0015 0.08
H -3.52210 1.10981 0.49691 -0.0060 -0.0021 0.0014 0.08
H 0.37568 0.23393 -3.98859 0.0307 0.0147 -0.0161 0.14
H -2.28034 0.47760 3.70142 -0.0028 0.0003 -0.0003 0.12
H 1.71559 -0.42339 -3.05085 0.0075 -0.0064 0.0519 0.13
H -2.78940 -3.33004 -0.62639 0.0018 -0.0016 0.0019 0.12
H 0.64239 -0.28747 3.66559 0.0034 -0.0010 0.0013 0.09
H -1.33414 -3.09557 -1.56150 0.0032 -0.0180 0.0060 0.09
H 1.56521 1.53220 -1.46222 0.0108 0.0001 -0.0112 0.07
H 2.91959 3.72638 0.71641 -0.0087 -0.0255 0.0072 0.13
H -0.88158 1.37856 3.13569 -0.0011 -0.0034 0.0065 0.09
H 4.48628 -2.14725 1.17006 -0.0188 0.0304 -0.0247 0.13
H 0.08438 -1.93448 3.96842 0.0043 0.0046 0.0063 0.12
H 0.46720 -3.66424 -0.21187 0.0002 0.0018 -0.0012 0.09
H 0.49392 3.59752 -2.26245 -0.0146 0.0013 0.0105 0.13
H -1.09520 -0.48442 -2.44126 0.0006 0.1322 0.0259 0.10
H -2.46851 1.60941 2.37755 -0.0020 -0.0029 -0.0019 0.08
H -0.16750 2.79690 -3.66549 0.0132 -0.0217 -0.0002 0.14
H -1.64350 2.11693 0.16531 -0.0140 -0.0592 -0.0002 0.09
H 0.08974 -1.50643 -2.10778 -0.0345 -0.0133 -0.0521 0.11
H -0.13881 2.64279 -0.09850 -0.0020 -0.0026 0.0082 0.10
H 1.47418 -1.65857 2.92306 -0.0032 -0.0021 0.0024 0.09
H -2.70238 -1.97028 -1.71884 0.0164 0.0110 -0.0046 0.09
```
Forces are in eV/Å.


# 3
A structure of composition C4H4LiO2 in a non-equilibrium geometry. Source: OMol25; level of theory: the ωB97M-V functional and the def2-TZVPD basis.

The relative energy (zero: lowest compared OMol25 entry of this formula, charge and spin) is 45.3 kcal/mol. Its spin multiplicity is 2. The expectation value of S² is 0.75. The calculation puts the lowest unoccupied orbital energy (alpha / beta) at -9.25 / -9.36 eV. Its net charge is +2. Its orbital gap (alpha / beta) is 8.601 / 9.497 eV. As for the energy: -8490.9948 eV.

Geometry as XYZ:
```
11
Properties=species:S:1:pos:R:3:forces:R:3:lowdin_charge:R:1
O -2.69600 0.18397 0.61439 1.0939 1.6171 -1.4757 0.33
O 2.01002 -1.43670 0.01228 0.2186 0.2357 -0.0025 0.14
C -0.42847 1.14458 -0.03648 0.2238 1.0587 -0.6070 -0.06
C 1.22941 -0.67122 -0.38355 -0.6097 0.0802 -0.1445 -0.10
C 0.32270 0.14497 -0.87017 0.2148 -0.3684 -0.1413 -0.02
C -1.80188 0.72172 0.18828 -1.4204 -1.7808 1.9241 0.08
Li 3.85144 -2.00601 0.47565 0.1194 -0.1622 0.0176 0.94
H -0.50135 2.13129 -0.52680 0.2532 -0.1747 0.0829 0.17
H 0.15522 0.07924 -1.94789 0.0962 0.0372 0.2190 0.17
H -0.00389 1.31249 0.96819 -0.2771 -0.0544 -0.1339 0.18
H -2.13720 -1.60433 1.50610 0.0873 -0.4886 0.2614 0.18
```
Forces are in eV/Å.